The following is a quantum chemistry calculation of one molecule with the formula C4H10N2O at a distorted geometry, from the OMol25 dataset.

Last column: Löwdin charge in e.
CARTESIAN COORDINATES (ANGSTROEM)
N1 -1.95073 -2.10907 0.33885  0.008
C1 -0.71538 -1.35780 0.23150  -0.300
C2 -0.85226 -0.25005 -0.78947  -0.198
C3 0.18564 0.90956 -1.11441  -0.096
C4 0.95819 0.89182 0.13397  -0.574
N2 1.02546 2.12466 0.82435  0.120
O1 1.69415 -0.03622 0.40197  0.052
H1 -2.55541 -2.04331 1.07538  0.025
H2 -1.98440 -3.06763 0.03183  0.066
H3 0.16228 -1.91027 -0.12501  0.115
H4 -0.42812 -1.02258 1.26122  0.123
H5 -1.89562 0.19076 -0.63051  0.125
H6 -0.97201 -0.71675 -1.73332  0.082
H7 -0.41871 1.74055 -1.36704  0.093
H8 0.80900 0.45661 -1.97742  0.158
H9 1.89138 2.55707 1.23322  0.122
H10 0.85810 2.83499 0.10393  0.078

Energy above the lowest of the compared OMol25 structures with the same formula, charge and spin in kcal per mole: 52.8
Frontier orbital gap in eV: 9.62
SMILES string: NCCCC(N)=O
HOMO level in eV: -8.84
Total charge: 0
Total energy in eV: -9336.69585

The following is a quantum chemistry calculation of a 7-piece molecular cluster, C10H35NO7 overall at a distorted geometry, from the OMol25 dataset.

Last column: Löwdin charge in e.
CARTESIAN COORDINATES (ANGSTROEM)
C1 -0.26301 0.11209 -2.47178  -0.099
O1 -1.61421 0.42896 -2.70534  -0.177
C2 -1.82864 1.07477 -3.92953  -0.231
C3 -1.45965 2.55843 -3.93829  -0.450
C4 -2.16950 3.29829 -2.81169  -0.048
N1 -1.81370 3.18761 -5.21650  0.033
H1 0.41141 0.77375 -3.02467  0.080
H2 -0.00863 -0.88312 -2.86415  0.097
H3 -0.03369 0.15838 -1.41474  0.056
H4 -1.30568 0.55473 -4.74994  0.126
H5 -2.88877 0.98767 -4.19416  0.128
H6 -0.37824 2.66146 -3.81558  0.122
H7 -1.99586 2.80896 -1.85110  0.062
H8 -3.24539 3.27861 -3.00449  0.083
H9 -1.80245 4.31819 -2.71907  0.080
H10 -2.82267 3.18093 -5.33071  0.068
H11 -1.42903 2.64536 -5.98553  0.068
C5 -1.26718 1.96226 1.01787  -0.127
O2 -0.22209 2.88368 0.65241  -0.132
H12 -2.19599 2.47367 1.27075  0.085
H13 -1.40512 1.23490 0.22354  0.072
H14 -0.96032 1.40720 1.90996  0.071
H15 -0.11109 3.49191 1.38841  0.094
C6 2.35360 2.34053 -1.40300  -0.164
O3 1.91750 1.42980 -0.44039  -0.143
H16 1.52521 2.86647 -1.89926  0.074
H17 2.98561 3.12867 -0.97544  0.082
H18 2.91666 1.90990 -2.23236  0.083
H19 1.17278 1.81613 0.04757  0.042
C7 0.44425 -4.63054 4.09247  -0.145
O4 -0.60801 -4.85149 5.04873  -0.140
H20 1.05665 -5.52467 3.96281  0.078
H21 -0.00687 -4.41775 3.12765  0.060
H22 1.01835 -3.78810 4.47706  0.081
H23 -0.18865 -5.14549 5.86124  0.066
C8 -2.59701 -1.57098 3.21286  -0.149
O5 -2.75191 -0.28280 2.63806  -0.125
H24 -2.31645 -1.44393 4.26446  0.081
H25 -3.45931 -2.24045 3.20005  0.083
H26 -1.77452 -2.11152 2.73901  0.056
H27 -3.67143 -0.12589 2.41271  0.079
C9 0.62916 -1.71007 0.89286  -0.126
O6 1.91751 -1.11924 1.00118  -0.125
H28 0.59973 -2.67712 1.39631  0.068
H29 -0.10865 -1.06153 1.37735  0.067
H30 0.32970 -1.90921 -0.14191  0.080
H31 1.87061 -0.23981 0.60214  0.046
C10 4.92221 -2.13017 1.70639  -0.189
O7 3.84121 -2.94568 2.10138  -0.132
H32 5.85646 -2.59117 2.02327  0.072
H33 4.98974 -1.96147 0.62332  0.076
H34 4.86196 -1.12427 2.14457  0.076
H35 3.08339 -2.48686 1.70325  0.027

Energy above the lowest of the compared OMol25 structures with the same formula, charge and spin in kcal per mole: 0.2
Frontier orbital gap in eV: 9.70
SMILES string: COC[C@H](C)N.CO.CO.CO.CO.CO.CO
HOMO level in eV: -9.18
Total charge: 0
Total energy in eV: -26757.06665

The following is a quantum chemistry calculation of one molecule with the formula C4H5NO at a distorted geometry, from the OMol25 dataset.

Last column: Löwdin charge in e.
CARTESIAN COORDINATES (ANGSTROEM)
C1 0.08255 1.59106 0.57526  -0.005
C2 -0.16352 0.24223 0.01115  -0.372
C3 0.74220 -0.69772 -0.34818  -0.040
C4 -0.06300 -1.86772 -0.50826  -0.142
N1 -1.32862 -1.60160 -0.34524  0.064
O1 -1.40000 -0.24859 -0.03921  -0.001
H1 -0.20393 1.53411 1.63054  0.096
H2 1.15112 1.83240 0.54657  0.090
H3 -0.49743 2.37207 0.08603  0.086
H4 1.46747 -0.24345 -0.99154  0.110
H5 0.21316 -2.91280 -0.61712  0.112

Energy above the lowest of the compared OMol25 structures with the same formula, charge and spin in kcal per mole: 49.2
Frontier orbital gap in eV: 10.47
SMILES string: Cc1ccno1
HOMO level in eV: -9.50
Total charge: 0
Total energy in eV: -7764.39499

The following is a quantum chemistry calculation of a 2-piece molecular cluster, C4H11NO2 overall at a distorted geometry, from the OMol25 dataset.

Last column: Löwdin charge in e.
CARTESIAN COORDINATES (ANGSTROEM)
C1 2.72326 1.50778 -0.28549  -0.108
C2 1.29617 0.96371 -0.09788  -0.267
C3 1.01518 0.28494 1.23524  -0.129
C4 -0.41406 -0.24751 1.36398  -0.557
N1 -1.38856 0.71782 1.29111  0.154
O1 -0.64771 -1.39653 1.62362  0.066
H1 3.53373 0.79403 -0.16232  0.069
H2 2.76252 1.92574 -1.29369  0.071
H3 2.92946 2.28673 0.44943  0.071
H4 1.04320 0.34753 -0.95635  0.113
H5 0.68022 1.85001 -0.17588  0.088
H6 1.19648 0.95740 2.07138  0.122
H7 1.68208 -0.56910 1.35288  0.119
H8 -1.26476 1.52676 0.70600  0.087
H9 -2.31284 0.32652 1.31254  0.100
O2 -4.37065 -4.02550 -3.08882  -0.067
H10 -3.57765 -3.99057 -2.53340  0.037
H11 -4.88608 -3.25975 -2.81238  0.030

Energy above the lowest of the compared OMol25 structures with the same formula, charge and spin in kcal per mole: 6.2
Frontier orbital gap in eV: 10.45
SMILES string: CCCC(N)=O.O
HOMO level in eV: -9.84
Total charge: 0
Total energy in eV: -9911.97377

The following is a quantum chemistry calculation of a 2-piece molecular cluster, C5H12OSi overall at a distorted geometry, from the OMol25 dataset.

Last column: Löwdin charge in e.
CARTESIAN COORDINATES (ANGSTROEM)
C1 0.93712 -2.01557 -0.72158  -0.137
C2 0.73076 -0.98587 0.33721  -0.188
C3 0.50458 0.30599 0.13658  -0.363
C4 0.31776 1.27055 1.26568  -0.106
C5 0.55168 0.94252 -1.31405  -0.041
H1 2.06703 -2.22436 -0.98194  0.110
H2 0.47810 -2.98537 -0.48435  0.057
H3 0.33224 -1.68547 -1.65447  0.092
H4 0.78676 -1.44928 1.38259  0.125
H5 -0.05270 2.30831 0.87205  0.103
H6 1.14880 1.36107 2.09073  0.116
H7 -0.44656 1.01727 1.92394  0.020
H8 1.13842 0.34946 -1.99007  0.048
H9 0.93145 1.96406 -0.95401  0.088
H10 -0.48168 0.98078 -1.69510  0.077
O1 -3.87567 0.38398 -0.90919  -0.465
Si1 -4.19659 0.73768 0.51612  0.609
H11 -4.06755 2.10232 1.01836  -0.080
H12 -4.53775 -0.40132 1.43296  -0.066

Energy above the lowest of the compared OMol25 structures with the same formula, charge and spin in kcal per mole: 70.3
Frontier orbital gap in eV: 8.36
SMILES string: CC=C(C)C.O=[SiH2]
HOMO level in eV: -8.78
Total charge: 0
Total energy in eV: -15302.25415

The following is a quantum chemistry calculation of C52H53N8O3P2RbS5 as an isolated structure at a distorted geometry, from the OMol25 dataset.

Last column: Löwdin charge in e.
CARTESIAN COORDINATES (ANGSTROEM)
Rb1 0.41540 0.07470 -0.66920  0.580
C1 -2.14590 -1.13560 -5.66580  -0.066
N1 -1.47030 -0.08810 -4.96390  -0.137
C2 -0.16860 0.27630 -5.11030  -0.150
C3 0.07110 1.23650 -4.16190  -0.195
N2 -1.04340 1.45070 -3.42790  0.058
C4 -1.94880 0.62050 -3.89970  -0.500
P1 -3.64500 0.45570 -3.30070  1.140
C5 -3.66140 1.88480 -2.18530  -0.469
N3 -2.86520 2.12970 -1.17710  0.097
C6 -3.24730 3.31740 -0.66700  -0.144
C7 -4.31170 3.81050 -1.37250  -0.083
N4 -4.58040 2.89010 -2.34380  -0.147
C8 -5.61130 2.98360 -3.33870  -0.068
C9 -3.33970 -0.86800 -2.08620  -0.452
N5 -2.63880 -0.78320 -0.98240  0.054
C10 -2.62690 -2.01950 -0.43500  -0.156
C11 -3.33870 -2.87840 -1.22720  -0.061
N6 -3.79980 -2.14100 -2.27890  -0.135
C12 -4.57860 -2.63710 -3.37380  -0.061
H1 -1.82110 -1.14160 -6.70590  0.091
H2 -3.22800 -0.97000 -5.62830  0.055
H3 -1.90490 -2.10460 -5.22150  0.060
H4 0.47790 -0.16140 -5.84130  0.091
H5 0.98730 1.75740 -3.95950  0.065
H6 -2.73760 3.74380 0.17580  0.094
H7 -4.88820 4.71010 -1.26340  0.101
H8 -6.29500 3.79180 -3.07510  0.082
H9 -6.16970 2.04650 -3.39200  0.070
H10 -5.18670 3.18400 -4.32640  0.088
H11 -2.11070 -2.21490 0.48590  0.059
H12 -3.54070 -3.92830 -1.13880  0.111
H13 -5.42120 -3.22550 -2.99920  0.087
H14 -3.96860 -3.26540 -4.02980  0.092
H15 -4.96070 -1.79080 -3.94910  0.047
C13 7.11800 -2.48500 0.36810  -0.106
C14 6.82200 -2.09200 1.66440  -0.111
C15 5.67560 -1.36400 1.93100  -0.107
C16 4.82060 -1.00270 0.89490  -0.368
C17 5.12070 -1.41050 -0.40170  -0.083
C18 6.26250 -2.14290 -0.66660  -0.066
P2 3.31800 0.05850 1.04140  1.111
C19 3.20690 0.02560 2.86280  -0.380
C20 3.58100 1.07100 3.69540  -0.074
C21 3.50050 0.92430 5.06930  -0.090
C22 3.06810 -0.26890 5.62220  -0.124
C23 2.68460 -1.31130 4.79200  -0.115
C24 2.74870 -1.16270 3.42250  -0.119
C25 4.14220 1.66580 0.73270  -0.258
C26 5.51190 1.81600 0.67840  -0.066
C27 6.08120 3.00220 0.20890  -0.081
C28 5.29700 4.02180 -0.25970  -0.040
C29 3.89190 3.91510 -0.22900  -0.167
C30 3.03210 4.90360 -0.74980  -0.064
C31 1.67140 4.73740 -0.69590  -0.086
C32 1.09970 3.64100 -0.05450  -0.009
C33 1.91190 2.67070 0.50750  -0.289
C34 3.32570 2.74700 0.33600  -0.088
H16 8.01250 -3.06090 0.16230  0.090
H17 7.48860 -2.34700 2.47840  0.088
H18 5.44990 -1.06000 2.94560  0.098
H19 4.46160 -1.13010 -1.21360  0.042
H20 6.47350 -2.45020 -1.68090  0.087
H21 3.92710 2.00240 3.26580  0.110
H22 3.78820 1.74560 5.71440  0.096
H23 3.01710 -0.38010 6.69970  0.096
H24 2.32840 -2.23790 5.22070  0.102
H25 2.43530 -1.96860 2.77250  0.100
H26 6.15770 1.00650 0.98480  0.098
H27 7.16010 3.09270 0.18790  0.096
H28 5.74900 4.91540 -0.66930  0.102
H29 3.46130 5.78120 -1.21370  0.096
H30 1.01810 5.48160 -1.13660  0.099
H31 0.03080 3.54950 0.04930  0.097
C35 -4.37580 -0.83280 5.22820  -0.565
C36 -4.40590 0.24600 4.16230  -0.513
S1 -3.36760 -0.14990 2.68920  0.870
C37 -2.55630 1.45160 2.46330  -0.530
C38 -1.55910 1.82380 3.53820  -0.495
S2 -0.12910 0.70710 3.64420  0.941
C39 -0.48570 0.06320 5.36140  -0.503
C40 -1.52140 -1.04760 5.35820  -0.562
S3 -2.98930 -0.70650 6.40960  0.820
H32 -4.36470 -1.82760 4.78400  0.057
H33 -5.25450 -0.73850 5.86770  0.058
H34 -4.04470 1.18700 4.56910  0.060
H35 -5.43190 0.37870 3.81170  0.062
H36 -3.35170 2.20200 2.40630  0.076
H37 -2.04100 1.37080 1.50890  0.042
H38 -2.01180 1.86790 4.52920  0.057
H39 -1.15910 2.80580 3.28660  0.075
H40 -0.77670 0.88640 6.01430  0.053
H41 0.46800 -0.32170 5.70980  0.027
H42 -1.09600 -1.98710 5.71790  0.052
H43 -1.90450 -1.19380 4.35070  -0.019
S4 3.17000 -0.07890 -3.36960  0.416
C41 3.54500 -1.69040 -3.84820  -0.808
C42 4.89930 -2.03670 -3.92910  -0.216
C43 5.32070 -3.30610 -4.26040  -0.173
C44 4.37120 -4.27600 -4.55760  -0.168
C45 3.03010 -3.95110 -4.52760  -0.199
C46 2.57600 -2.67750 -4.17150  -0.801
S5 0.87200 -2.40970 -4.15320  0.435
H44 5.62330 -1.26740 -3.69020  0.072
H45 6.38150 -3.54730 -4.29560  0.074
H46 4.67620 -5.29250 -4.78840  0.069
H47 2.28680 -4.69830 -4.78150  0.063
N7 -2.52060 -4.68090 4.86110  0.165
C47 -1.61690 -5.57110 4.29280  -0.488
O1 -1.54090 -6.72580 4.72520  0.028
C48 -0.82400 -5.05050 3.19050  -0.121
C49 0.28330 -5.79360 2.71900  0.000
C50 1.08550 -5.27060 1.73220  -0.040
C51 0.76640 -4.01840 1.20340  -0.093
N8 -0.30260 -3.32320 1.59840  0.087
C52 -1.06490 -3.81780 2.54790  -0.087
H48 -2.90590 -4.98430 5.74240  0.104
H49 -2.29520 -3.70120 4.80670  0.055
H50 0.47150 -6.76330 3.15940  0.115
H51 1.95780 -5.80680 1.37920  0.109
H52 1.37080 -3.56070 0.43000  0.123
H53 -1.93310 -3.21500 2.79840  0.101
O2 1.51260 1.66090 1.25420  -0.382
O3 0.14230 1.57220 1.47660  -0.524

Frontier orbital gap in eV: 3.40
HOMO level in eV: -0.16
Total charge: -2
Total energy in eV: -146256.16505

Look up the frontier orbital gap of the fourth one. 10.45 eV